No. 1
{
  "formula": "C22H29N5O4S2",
  "method": "the ωB97M-V functional and the def2-TZVPD basis",
  "homo_lumo_gap_ev": 8.673,
  "homo_energy_ev": -8.7076,
  "lumo_ev": -0.03,
  "de_lowest_kcal_mol": 47.48,
  "spin_multiplicity": 1,
  "elements": ["O", "C", "N", "C", "C", "C", "H", "H", "H", "H", "H", "H", "C", "H", "H", "S", "C", "N", "N", "C", "N", "C", "H", "H", "C", "C", "H", "C", "H", "C", "H", "H", "O", "H", "H", "H", "C", "C", "C", "C", "C", "C", "H", "H", "S", "O", "O", "N", "C", "H", "H", "C", "H", "H", "C", "H", "H", "C", "H", "H", "H", "H"],
  "xyz": [[-7.498, -0.296, 0.955], [-6.549, -0.389, 0.204], [-5.924, -1.532, -0.115], [-6.263, -2.789, 0.466], [-5.161, -3.748, 0.802], [-6.084, -4.032, -0.349], [-6.812, -4.821, -0.248], [-5.686, -3.925, -1.346], [-5.250, -4.341, 1.698], [-4.150, -3.451, 0.568], [-7.116, -2.699, 1.127], [-5.077, -1.490, -0.681], [-5.961, 0.832, -0.507], [-6.692, 1.639, -0.493], [-5.647, 0.605, -1.523], [-4.515, 1.510, 0.373], [-3.281, 0.408, -0.141], [-3.425, -0.622, -0.940], [-2.230, -1.209, -1.072], [-1.361, -0.550, -0.356], [-1.983, 0.507, 0.273], [-1.411, 1.596, 1.012], [-2.065, 1.843, 1.852], [-0.432, 1.300, 1.391], [-1.240, 2.854, 0.131], [-0.343, 2.596, -1.095], [-0.919, 2.541, -2.016], [0.625, 3.779, -1.073], [1.596, 3.541, -1.498], [0.690, 4.079, 0.422], [0.968, 5.107, 0.658], [1.388, 3.393, 0.926], [-0.628, 3.877, 0.894], [0.199, 4.631, -1.603], [0.208, 1.661, -0.973], [-2.234, 3.215, -0.160], [0.049, -0.896, -0.237], [0.678, -0.956, 1.008], [2.023, -1.265, 1.084], [2.730, -1.520, -0.076], [2.113, -1.502, -1.312], [0.767, -1.192, -1.394], [0.258, -1.175, -2.345], [2.696, -1.736, -2.189], [4.482, -1.865, 0.066], [4.688, -2.821, 1.112], [4.997, -2.157, -1.243], [4.995, -0.363, 0.635], [6.187, -0.405, 1.470], [6.249, -1.383, 1.943], [6.096, 0.369, 2.239], [7.334, -0.096, 0.512], [8.235, 0.236, 1.023], [7.558, -0.983, -0.081], [6.717, 0.989, -0.373], [6.838, 1.967, 0.095], [7.161, 1.020, -1.365], [5.225, 0.610, -0.428], [4.963, 0.147, -1.380], [4.578, 1.477, -0.265], [2.538, -1.324, 2.029], [0.110, -0.796, 1.912]]
}


No. 2
{
  "formula": "C42H55F7O7Zn",
  "method": "the ωB97M-V functional and the def2-TZVPD basis",
  "homo_lumo_gap_ev": 7.853,
  "homo_energy_ev": -7.5196,
  "lumo_ev": 0.33,
  "spin_multiplicity": 1,
  "elements": ["Zn", "C", "O", "O", "C", "F", "F", "F", "C", "C", "H", "H", "H", "H", "H", "H", "C", "C", "O", "H", "H", "H", "H", "H", "F", "C", "C", "C", "C", "C", "C", "H", "H", "H", "H", "H", "F", "C", "C", "C", "C", "C", "C", "H", "H", "H", "H", "H", "F", "C", "C", "C", "C", "C", "C", "H", "H", "H", "H", "H", "F", "C", "C", "C", "C", "C", "C", "H", "H", "H", "H", "H", "C", "C", "O", "C", "H", "H", "H", "H", "H", "H", "C", "C", "O", "C", "H", "H", "H", "H", "H", "H", "C", "C", "O", "C", "H", "H", "H", "H", "H", "H", "C", "C", "O", "C", "H", "H", "H", "H", "H", "H"],
  "xyz": [[-0.680, -0.529, 0.764], [-3.869, 0.055, 1.691], [-4.574, 0.602, 0.550], [-2.467, 0.284, 1.587], [-4.538, 0.411, 3.098], [-4.365, -0.618, 3.938], [-4.004, 1.465, 3.716], [-5.871, 0.489, 3.022], [-4.540, 0.075, -0.750], [-5.519, 0.905, -1.659], [-5.577, 0.409, -2.627], [-6.500, 1.008, -1.195], [-5.142, 1.914, -1.829], [-4.848, -0.968, -0.681], [-3.525, 0.143, -1.142], [-4.153, -0.995, 1.616], [1.607, -3.593, -0.672], [1.895, -2.105, -0.800], [0.893, -1.297, -0.274], [2.168, -4.152, -1.421], [0.554, -3.839, -0.811], [1.981, -3.937, 0.293], [2.076, -1.891, -1.853], [2.820, -1.909, -0.257], [3.873, -1.822, -6.510], [3.600, -0.675, -5.889], [3.806, 0.551, -6.490], [3.560, 1.720, -5.735], [3.105, 1.641, -4.377], [2.909, 0.404, -3.812], [3.156, -0.732, -4.550], [4.069, 0.647, -7.533], [3.697, 2.657, -6.254], [2.986, 2.580, -3.858], [2.506, 0.283, -2.817], [2.942, -1.696, -4.113], [0.577, -2.692, -5.986], [-0.411, -1.837, -5.682], [-1.352, -1.472, -6.655], [-2.377, -0.565, -6.372], [-2.303, 0.128, -5.147], [-1.431, -0.237, -4.161], [-0.478, -1.240, -4.413], [-1.267, -1.883, -7.650], [-2.965, -0.139, -7.170], [-3.068, 0.868, -4.968], [-1.539, 0.268, -3.213], [0.301, -1.428, -3.689], [5.801, 0.939, 2.081], [5.265, 0.060, 2.926], [4.461, -0.989, 2.413], [3.902, -1.966, 3.273], [4.175, -1.807, 4.642], [4.809, -0.702, 5.190], [5.339, 0.215, 4.308], [4.275, -1.026, 1.349], [3.201, -2.675, 2.857], [3.843, -2.587, 5.311], [4.835, -0.656, 6.269], [5.706, 1.111, 4.786], [-0.008, 4.812, 0.473], [-0.141, 4.847, 1.830], [0.118, 5.994, 2.548], [-0.133, 6.011, 3.945], [-0.563, 4.863, 4.635], [-0.847, 3.715, 3.913], [-0.645, 3.702, 2.527], [0.603, 6.837, 2.079], [-0.032, 6.848, 4.620], [-0.585, 4.811, 5.714], [-1.199, 2.833, 4.429], [-0.801, 2.785, 1.978], [0.242, -4.075, 2.839], [-0.562, -2.810, 3.077], [-0.848, -2.170, 2.056], [-1.170, -2.421, 4.445], [-0.017, -4.484, 1.863], [-0.066, -4.874, 3.514], [1.327, -3.974, 2.852], [-1.188, -3.199, 5.208], [-2.082, -1.828, 4.384], [-0.440, -1.759, 4.912], [2.349, 1.727, 1.662], [1.557, 0.929, 2.691], [0.579, 0.295, 2.192], [1.861, 0.960, 4.167], [1.896, 1.626, 0.676], [3.322, 1.250, 1.551], [2.520, 2.770, 1.930], [1.241, 1.705, 4.667], [2.861, 1.380, 4.277], [1.817, 0.016, 4.710], [-2.184, 3.045, -1.088], [-0.860, 2.344, -1.048], [-0.639, 1.271, -0.471], [0.240, 2.983, -1.933], [-2.810, 2.557, -0.341], [-2.596, 2.882, -2.084], [-2.006, 4.095, -0.853], [0.488, 3.984, -1.578], [-0.168, 2.942, -2.943], [1.149, 2.397, -1.800], [-2.171, -3.380, -2.356], [-2.343, -2.879, -0.903], [-2.048, -1.721, -0.533], [-2.876, -3.868, 0.047], [-1.099, -3.336, -2.545], [-2.786, -2.747, -2.996], [-2.444, -4.428, -2.475], [-2.150, -4.127, 0.818], [-3.197, -4.770, -0.474], [-3.795, -3.536, 0.530]]
}


No. 3
{
  "formula": "C5H13N3",
  "method": "the ωB97M-V functional and the def2-TZVPD basis",
  "homo_lumo_gap_ev": [7.065, 7.066],
  "homo_energy_ev": [-17.8474, -17.8481],
  "lumo_ev": [-10.78, -10.78],
  "total_charge": 2,
  "de_lowest_kcal_mol": 115.85,
  "spin_multiplicity": 1,
  "elements": ["C", "C", "C", "C", "C", "N", "N", "N", "H", "H", "H", "H", "H", "H", "H", "H", "H", "H", "H", "H", "H"],
  "xyz": [[2.345, 0.044, -0.394], [-0.506, 1.105, -0.211], [-0.901, -0.787, 1.269], [-2.525, 1.102, 0.960], [1.680, -2.078, -1.239], [-1.181, 0.561, 0.659], [-0.015, 2.081, -0.790], [1.468, -0.724, -0.787], [3.346, -0.246, -0.450], [2.088, 1.091, -0.380], [-0.226, -1.396, 0.536], [-0.675, -0.604, 2.273], [-1.846, -1.485, 1.357], [-2.554, 1.312, 1.999], [-2.655, 2.031, 0.445], [-3.297, 0.361, 0.802], [1.351, -2.181, -2.264], [1.201, -2.876, -0.721], [2.721, -2.458, -1.014], [0.121, 3.075, -0.216], [0.059, 2.072, -1.834]]
}


No. 4
{
  "formula": "C3H10N2O",
  "method": "the ωB97M-V functional and the def2-TZVPD basis",
  "homo_lumo_gap_ev": 10.060,
  "homo_energy_ev": -8.9204,
  "lumo_ev": 1.14,
  "de_lowest_kcal_mol": 80.17,
  "spin_multiplicity": 1,
  "elements": ["C", "C", "N", "O", "H", "H", "H", "H", "H", "H", "H", "C", "N", "H", "H", "H"],
  "xyz": [[0.361, 0.369, 1.364], [-1.484, -0.418, -0.044], [-0.248, -0.789, 0.757], [-0.609, -1.731, 1.736], [-1.174, -1.302, 2.403], [1.280, 0.054, 1.861], [-0.305, 0.868, 2.086], [0.632, 1.065, 0.566], [-1.947, -1.357, -0.333], [-2.175, 0.142, 0.607], [-1.298, 0.212, -0.908], [1.323, 0.188, -1.983], [1.254, 1.383, -1.610], [1.550, 2.081, -2.298], [1.752, -0.155, -2.929], [1.087, -0.610, -1.275]]
}


No. 5
{
  "formula": "C21H30N2PdSi",
  "method": "the ωB97M-V functional and the def2-TZVPD basis",
  "s2": 6.015,
  "homo_lumo_gap_ev": [7.577, 3.419],
  "homo_energy_ev": [-13.6201, -13.6124],
  "lumo_ev": [-6.04, -10.19],
  "total_charge": 2,
  "de_lowest_kcal_mol": 29.78,
  "spin_multiplicity": 5,
  "elements": ["C", "C", "C", "H", "C", "C", "H", "H", "H", "H", "Pd", "C", "H", "H", "H", "Si", "C", "C", "H", "C", "H", "C", "H", "C", "H", "C", "H", "C", "C", "H", "C", "H", "C", "H", "C", "H", "C", "H", "H", "H", "N", "C", "C", "C", "N", "H", "H", "H", "H", "H", "H", "H", "H", "H", "H"],
  "xyz": [[0.072, 2.661, 2.170], [-0.874, 2.245, 1.239], [-1.693, 1.189, 1.838], [-1.008, 2.578, 0.216], [-1.341, 1.216, 3.274], [-0.225, 2.060, 3.437], [0.244, 2.298, 4.389], [0.825, 3.427, 2.014], [-2.659, 0.848, 1.444], [-1.911, 0.705, 4.053], [-1.061, -0.906, 1.418], [-0.949, -2.327, 0.126], [-1.990, -2.598, -0.146], [-0.505, -3.261, 0.540], [-0.385, -2.009, -0.743], [0.089, 0.769, -2.064], [1.623, -0.215, -2.343], [2.672, 0.724, -2.457], [2.509, 1.768, -2.194], [3.923, 0.326, -2.916], [4.700, 1.068, -3.078], [4.192, -1.021, -3.187], [5.189, -1.310, -3.543], [3.164, -1.956, -3.005], [3.378, -2.991, -3.205], [1.884, -1.582, -2.572], [1.103, -2.320, -2.382], [-1.523, 0.747, -2.921], [-1.205, 1.503, -4.078], [-0.300, 1.250, -4.632], [-1.986, 2.627, -4.367], [-1.703, 3.315, -5.153], [-3.139, 2.885, -3.626], [-3.740, 3.770, -3.809], [-3.570, 1.968, -2.664], [-4.507, 2.110, -2.129], [-2.789, 0.859, -2.314], [-3.147, 0.141, -1.565], [-0.415, 0.368, -0.739], [0.291, 2.122, -1.805], [-1.287, -2.141, 3.097], [-0.446, -1.821, 4.274], [0.921, -1.259, 3.910], [1.611, -1.853, 2.694], [1.190, -1.159, 1.481], [-1.169, -3.094, 2.766], [-2.286, -2.000, 3.294], [-0.972, -1.039, 4.825], [-0.363, -2.695, 4.938], [0.876, -0.168, 3.804], [1.532, -1.339, 4.818], [2.671, -1.705, 2.850], [1.447, -2.928, 2.647], [1.547, -0.206, 1.455], [1.493, -1.640, 0.626]]
}


No. 6
{
  "formula": "C4H13N3",
  "method": "the ωB97M-V functional and the def2-TZVPD basis",
  "homo_lumo_gap_ev": 9.834,
  "homo_energy_ev": -8.6823,
  "lumo_ev": 1.15,
  "de_lowest_kcal_mol": 31.61,
  "spin_multiplicity": 1,
  "elements": ["N", "C", "C", "N", "C", "C", "N", "H", "H", "H", "H", "H", "H", "H", "H", "H", "H", "H", "H", "H"],
  "xyz": [[1.878, 1.152, -1.283], [0.552, 1.463, -1.832], [-0.503, 0.502, -1.291], [-0.678, 0.318, 0.118], [-1.130, -1.021, 0.580], [-0.730, -1.129, 2.088], [0.656, -1.563, 2.218], [2.585, 1.766, -1.665], [1.969, 1.331, -0.288], [0.600, 1.413, -2.916], [0.313, 2.505, -1.561], [-1.413, 0.779, -1.858], [-0.311, -0.438, -1.828], [-1.321, 1.017, 0.478], [-2.159, -1.166, 0.229], [-0.494, -1.730, 0.060], [-0.667, -0.088, 2.390], [-1.380, -1.879, 2.532], [0.912, -2.389, 1.719], [1.322, -0.840, 2.109]]
}


How do the records compare in electronic energy? In the order shown, they have -60594.662, -126216.489, -9843.380, -8298.027, -36578.566, -8828.042 eV.
How do the records compare in max |F|? In the order shown, they have 1.3, 4.1, 4.1, 1.9, 4.6, 2.7 eV Å⁻¹.
How do the records compare in molar mass? In the order shown, they have 491.64, 870.27, 115.18, 90.13, 444.99, 103.17 g mol⁻¹.